# 1
Entry from the OMol25 dataset: one molecule with the formula C20H20N2O4 at a distorted geometry (wB97M-V/def2-TZVPD).

Summary:
Energy above the lowest of the compared OMol25 structures with the same formula, charge and spin, eV: 1.272

Last column: Mulliken charge in e.
Element x y z (Å)
1 C -5.91540 -1.21057 -0.80326  -1.11
2 H -6.80772 -0.83275 -1.29452  0.39
3 H -6.16280 -1.46370 0.22406  0.30
4 C -4.82370 -0.14541 -0.81998  -0.73
5 N -3.60190 -0.62034 -0.18617  0.23
6 C -3.50156 -0.45535 1.14714  0.99
7 O -4.37692 0.07623 1.80415  -0.67
8 C -2.24198 -0.97207 1.85743  -0.98
9 H -2.39668 -0.79952 2.92668  0.31
10 H -2.08684 -2.04138 1.67652  0.49
11 O -1.07935 -0.24327 1.48045  -0.28
12 C -0.04896 -0.90934 0.95474  0.61
13 O -0.06567 -2.10097 0.74894  -0.62
14 C 1.14108 -0.06250 0.66050  0.78
15 C 2.32507 -0.75046 0.53921  -0.87
16 C 3.52406 -0.05345 0.26575  0.46
17 N 3.55394 1.25031 0.10261  -0.59
18 C 2.41186 1.94835 0.19795  -0.12
19 C 2.49707 3.34383 -0.00108  -0.60
20 C 1.38091 4.12651 0.07440  -0.53
21 C 0.13584 3.54522 0.35333  -0.84
22 C 0.01821 2.19572 0.55457  -0.43
23 C 1.14448 1.35260 0.48694  0.65
24 H -0.94891 1.77880 0.78138  0.42
25 H -0.74157 4.17203 0.41192  0.45
26 H 1.44814 5.19329 -0.07932  0.38
27 H 3.47058 3.75555 -0.21489  0.48
28 C 4.77663 -0.76590 0.15405  0.12
29 C 6.04368 -0.29861 -0.10400  -0.54
30 C 6.88731 -1.42708 -0.09833  -0.48
31 C 6.08009 -2.49585 0.16115  -0.50
32 O 4.80876 -2.10922 0.31463  -0.32
33 H 6.28923 -3.54328 0.25735  0.48
34 H 7.94498 -1.44593 -0.26316  0.46
35 H 6.31006 0.72350 -0.27180  0.57
36 H 2.33943 -1.82267 0.65747  0.67
37 C -2.65260 -1.28996 -1.04987  -0.79
38 C -1.79001 -0.30656 -1.84193  -1.06
39 H -2.39862 0.29795 -2.51038  0.43
40 H -1.25206 0.36215 -1.17534  0.16
41 H -1.06555 -0.85673 -2.43651  0.36
42 H -2.00961 -1.94998 -0.46872  0.51
43 H -3.21813 -1.91634 -1.74693  0.36
44 H -5.16548 0.73033 -0.26419  0.45
45 H -4.58976 0.14862 -1.84450  0.29
46 H -5.58961 -2.11182 -1.31843  0.30


# 2
Entry from the OMol25 dataset: C10H20ClDyRh as an isolated structure at a distorted geometry (wB97M-V/def2-TZVPD).

Summary:
Electronic energy, eV: -50301.8353
Charge: -1
2S+1: 10

Last column: Mulliken charge in e.
Element x y z (Å)
1 Rh 1.05402 -0.79877 -2.56106  0.19
2 Cl 2.32010 -1.17384 -4.45886  -0.59
3 C -0.24843 0.71971 -2.21065  -1.13
4 C 2.57797 -0.14563 -1.31237  -0.81
5 H -0.65056 0.74227 -3.23308  0.45
6 H -1.08183 0.61366 -1.48044  0.38
7 H 0.34214 1.62811 -2.03359  0.21
8 H 3.32707 -0.89855 -1.59394  0.30
9 H 2.54626 -0.02259 -0.20234  0.34
10 H 2.83237 0.79449 -1.81377  0.32
11 Dy 0.34057 -0.54844 0.08982  0.81
12 C 1.59804 -0.86258 2.06966  -0.92
13 C -0.05696 -2.48746 -0.96916  -1.03
14 H 1.65444 -1.93856 2.30589  0.22
15 H 2.61238 -0.44292 2.10666  0.23
16 H 0.99808 -0.37888 2.86030  0.19
17 H 0.68525 -3.29344 -1.12090  0.28
18 H -0.92881 -2.66066 -1.62661  0.28
19 C -3.09382 1.00715 3.93881  -1.54
20 C -2.78749 1.97227 2.78956  2.07
21 C -4.08840 2.49799 2.18038  -1.62
22 C -1.95080 3.14386 3.30885  -1.55
23 C -2.03791 1.26088 1.76937  -0.76
24 C -1.45835 0.68840 0.84638  -0.63
25 H -3.65375 1.51683 4.73056  0.36
26 H -2.16535 0.61839 4.36960  0.36
27 H -3.69090 0.16019 3.58200  0.37
28 H -4.67022 3.04214 2.93273  0.37
29 H -3.87086 3.18067 1.35291  0.38
30 H -4.69898 1.67243 1.80035  0.37
31 H -1.00658 2.78499 3.73276  0.37
32 H -1.72388 3.84020 2.49590  0.38
33 H -2.49497 3.68517 4.08648  0.36


# 3
Entry from the OMol25 dataset: C14H42O7PtS7 as an isolated structure at a distorted geometry (wB97M-V/def2-TZVPD).

Summary:
Charge: +2
Energy above the lowest of the compared OMol25 structures with the same formula, charge and spin, eV: 0.000
2S+1: 3

Last column: Mulliken charge in e.
Element x y z (Å)
1 Pt 0.14822 -0.03837 -0.24662  4.84
2 C 0.22940 -3.98289 0.93858  -0.28
3 S 0.54352 -3.52749 -0.84478  0.38
4 O 0.89373 -1.99891 -0.92183  -0.98
5 C 2.20732 -4.27474 -1.02414  -1.04
6 H 1.10469 -3.64643 1.49425  0.31
7 H 0.00688 -5.04308 1.05924  0.53
8 H -0.50017 -3.36437 1.46134  -0.50
9 H 2.08756 -5.34469 -0.85388  0.44
10 H 2.82269 -3.90942 -0.20197  0.31
11 H 2.68700 -4.19485 -1.99966  0.36
12 C -1.04919 3.84617 1.29877  -0.51
13 S -1.88562 2.87564 -0.00644  0.14
14 O -1.18703 1.51336 0.14512  -1.00
15 C -3.57139 3.03203 0.79039  -0.99
16 H -1.37008 3.34301 2.21090  0.22
17 H -1.37678 4.88233 1.38340  0.48
18 H 0.01259 3.61889 1.20357  -0.17
19 H -4.32139 2.45401 0.25048  0.34
20 H -4.03589 4.01725 0.74942  0.45
21 H -3.57436 2.68589 1.82396  0.31
22 C 4.43240 -0.01884 -1.72543  -0.65
23 S 2.95591 0.45884 -2.67994  0.17
24 O 1.81322 0.49234 -1.65389  -0.49
25 C 3.35292 2.19588 -3.14097  -1.00
26 H 4.37600 0.70209 -0.90984  0.02
27 H 5.32325 0.02315 -2.35213  0.45
28 H 4.30623 -1.03527 -1.35252  0.23
29 H 4.38461 2.53718 -3.22596  0.42
30 H 2.80168 2.79184 -2.41361  0.25
31 H 3.06698 2.54440 -4.13338  0.36
32 C -2.41417 -0.30799 2.96834  -0.66
33 S -0.71370 -1.08483 3.13640  0.40
34 O 0.13537 -0.80181 1.88250  -0.57
35 C -0.10359 0.08565 4.42139  -1.09
36 H -3.17472 -0.99544 2.59808  0.10
37 H -2.40094 0.67252 2.49238  -0.06
38 H -2.80617 -0.12179 3.96822  0.57
39 H -0.04329 1.13622 4.13723  0.26
40 H 0.89616 -0.05282 4.83298  0.38
41 H -0.86875 0.16612 5.19351  0.42
42 C -4.38773 -1.22813 -0.78112  -1.01
43 S -2.73938 -2.06430 -0.52773  0.57
44 O -1.75526 -1.05899 0.08534  -0.81
45 C -3.31363 -3.42154 0.60878  -1.07
46 H -4.49528 -0.42055 -0.05701  0.24
47 H -5.22657 -1.89960 -0.59790  0.46
48 H -4.48057 -0.75689 -1.75960  0.33
49 H -3.87430 -3.07237 1.47587  0.36
50 H -2.46675 -4.00957 0.96247  0.24
51 H -3.85796 -4.11055 -0.03703  0.50
52 C -0.61588 -1.21481 -4.42476  -0.93
53 S -1.63460 -0.05406 -3.37314  0.41
54 O -0.77089 0.37355 -2.18971  -0.84
55 C -1.40218 1.40857 -4.46327  -1.17
56 H -0.85568 -1.04081 -5.47372  0.48
57 H -0.71935 -2.22204 -4.02118  0.26
58 H 0.42822 -0.90209 -4.43763  0.20
59 H -1.62539 1.19035 -5.50761  0.46
60 H -0.41177 1.81522 -4.66777  0.32
61 H -2.01065 2.26057 -4.15997  0.35
62 C 3.27685 3.06187 1.89418  -1.32
63 S 2.01727 1.79445 2.20630  0.41
64 O 1.59153 1.14630 0.87914  -0.81
65 C 3.29099 0.64554 2.95602  -0.98
66 H 2.77904 3.81142 1.27901  0.37
67 H 4.17200 2.77828 1.34065  0.39
68 H 3.48325 3.76354 2.70236  0.45
69 H 4.26110 1.12455 3.08844  0.41
70 H 3.24714 -0.26445 2.35762  0.26
71 H 2.90533 0.23576 3.88953  0.30